(1)
Here is C20H21ClF6N2O3PdS as an isolated structure from OMol25. Energies are from ωB97M-V/def2-TZVPD.

XYZ file:
```
55
Properties=species:S:1:pos:R:3:mulliken_charge:R:1
Pd 0.372 0.529 0.665 0.574
Cl -5.569 2.566 -3.762 -0.316
C -4.287 2.326 -2.575 0.232
C -4.397 2.923 -1.306 -0.484
C -3.410 2.747 -0.382 -0.522
C -2.216 1.971 -0.638 -0.038
O -1.340 1.895 0.256 -0.649
C -2.155 1.369 -1.950 1.158
C -1.055 0.543 -2.419 -0.433
O -0.022 0.249 -1.857 -0.368
C -3.194 1.565 -2.874 -0.830
H -5.274 3.515 -1.071 0.367
H -3.484 3.190 0.604 0.403
H -1.229 0.143 -3.446 0.131
H -3.112 1.096 -3.850 0.282
C -0.743 -2.411 2.451 -1.771
C -1.531 -2.057 1.176 1.336
O -0.852 -1.338 0.274 -0.595
C -1.940 -3.393 0.492 0.502
F -2.577 -3.236 -0.676 -0.255
F -2.749 -4.180 1.261 -0.323
F -0.848 -4.146 0.230 -0.284
C -2.833 -1.323 1.630 0.311
F -2.556 -0.083 2.026 -0.225
F -3.760 -1.235 0.654 -0.308
F -3.465 -1.925 2.682 -0.347
H 0.155 -2.952 2.155 0.421
H -1.317 -3.001 3.167 0.414
H -0.430 -1.477 2.913 0.187
C 3.965 0.863 0.687 -1.985
C 3.284 -0.413 0.195 3.208
C 4.145 -1.614 0.615 -1.999
C 3.230 -0.373 -1.344 -1.779
C 1.884 -0.645 0.722 -1.667
H 4.960 0.949 0.232 0.485
H 4.073 0.865 1.774 0.349
H 3.379 1.744 0.427 0.296
H 5.167 -1.516 0.229 0.467
H 3.719 -2.545 0.231 0.365
H 4.195 -1.690 1.705 0.393
H 4.238 -0.251 -1.764 0.482
H 2.602 0.454 -1.679 0.329
H 2.790 -1.291 -1.739 0.348
H 1.512 -1.640 0.458 0.426
S 1.280 2.093 2.167 -0.496
C 0.912 1.333 3.702 0.632
N 1.460 0.064 3.886 0.588
C 1.588 -0.466 5.162 -0.411
C 0.867 0.128 6.164 -0.360
C 0.123 1.264 5.865 -0.511
N 0.214 1.900 4.633 -0.611
H 2.039 -0.261 3.120 -0.160
H 2.201 -1.347 5.273 0.298
H 0.887 -0.280 7.167 0.370
H -0.502 1.743 6.607 0.377
```

Summary:
Gap between HOMO and LUMO (spin up / spin down): 0.129 / 0.128 hartree
Energy above the lowest of the compared OMol25 structures with the same formula, charge and spin: 262.4 kJ/mol
2S+1: 1
Net charge: -2
HOMO (spin up / spin down): 0.9 / 0.9 eV



(2)
Here is a 2-piece molecular cluster, C5H9N4 overall from OMol25. Energies are from ωB97M-V/def2-TZVPD.

XYZ file:
```
18
Properties=species:S:1:pos:R:3:mulliken_charge:R:1
C -2.573 0.447 0.333 -0.224
C -1.173 0.660 -0.040 0.735
C 2.263 -1.738 0.585 -0.494
C 2.254 -0.682 -0.260 -0.737
C -0.402 1.706 0.341 -0.443
N -2.863 -0.789 0.156 -0.386
N -0.739 -0.551 -0.447 0.116
N -1.813 -1.399 -0.343 -0.033
N 0.134 2.817 -0.099 -0.257
H -3.453 1.199 0.459 0.339
H 2.030 -1.458 1.525 0.341
H 2.372 -2.903 0.444 0.255
H 2.779 -0.871 -1.221 0.278
H 2.036 0.274 0.067 0.362
H -1.862 -2.414 -0.574 0.266
H 0.739 3.208 0.559 0.311
H 0.065 3.301 -1.038 0.275
H 0.206 -0.805 -0.448 0.298
```

Summary:
Gap between HOMO and LUMO: 0.312 hartree
Energy above the lowest of the compared OMol25 structures with the same formula, charge and spin: 597.6 kJ/mol
2S+1: 1
Net charge: +1
HOMO: -12.6 eV